[1]
# C5H9N3

One molecule with the formula C5H9N3 at a distorted geometry (the ωB97M-V functional and the def2-TZVPD basis, OMol25).

ΔE to the lowest compared entry with this formula, charge and spin = 432.28 kJ/mol
SMILES = C1=NN[C@H]2CNC[C@H]12
total charge = 0
HOMO-LUMO gap = 9.31 eV
E_LUMO = 0.0366 Eh

CARTESIAN COORDINATES (ANGSTROEM)
C -0.9842 1.7200 -0.7379
N 0.1917 2.1706 -0.9947
N 1.2043 1.2543 -0.9728
C 0.5287 0.0306 -0.5350
C 1.2096 -1.0245 0.4252
N -0.0197 -1.8742 0.7737
C -1.2133 -0.9992 0.3027
C -0.8124 0.4930 0.0594
H -1.8669 2.3677 -1.0595
H 2.1873 1.4790 -0.4968
H 0.5368 -0.4477 -1.5452
H 1.6355 -0.4475 1.3230
H 2.0366 -1.5520 0.0287
H -0.1178 -1.8810 1.7584
H -1.7367 -1.3252 -0.5169
H -2.0237 -0.9684 1.0697
H -0.7557 1.0044 1.1179

Atoms 1-6, force components in eV/Å:
C -0.366 0.863 -1.649
N 0.286 2.521 -1.739
N 2.089 0.130 2.636
C 3.078 -0.612 -0.130
C -2.010 2.545 1.370
N -0.317 2.460 -2.063

Mulliken atomic charge list, values in e, 5 entries: number 1, C, carries -0.593; number 2, N, carries -0.579; number 3, N, carries -0.047; number 4, C, carries -0.195; number 5, C, carries -0.634

***

[2]
# C6H15O9Sr

C6H15O9Sr as an isolated structure at a distorted geometry (the ωB97M-V functional and the def2-TZVPD basis, OMol25).

ΔE to the lowest compared entry with this formula, charge and spin = 5.80 kJ/mol
total charge = -1
HOMO-LUMO gap = 7.49 eV
E_LUMO = 0.0829 Eh

CARTESIAN COORDINATES (ANGSTROEM)
Sr -0.0384 -0.5836 0.4769
C -4.2740 0.3460 -0.6413
C -2.8262 -0.0270 -0.4098
O -1.9263 0.4751 -1.1082
O -2.5832 -0.9584 0.4274
H -4.8280 -0.4727 -1.0968
H -4.3721 1.2597 -1.2229
H -4.7331 0.5397 0.3360
C 0.2634 3.7482 1.3584
C 0.4741 2.2375 1.3891
O 1.3649 1.7911 0.6294
O -0.2972 1.5088 2.0798
H -0.5661 3.9379 0.6711
H 1.1475 4.2725 1.0100
H -0.0693 4.1232 2.3296
C 2.7777 0.0017 -3.2175
C 1.8915 -0.4081 -2.0501
O 2.4357 -0.9758 -1.0533
O 0.6771 -0.1286 -2.0977
H 2.9941 1.0663 -3.1651
H 2.2705 -0.2034 -4.1645
H 3.6946 -0.5907 -3.2479
O -0.5331 -2.0476 2.6371
H 0.1826 -2.4079 3.1644
H -1.3108 -2.0225 3.1987
O 2.2519 -1.3298 1.6897
H 2.8594 -1.5828 2.3853
H 2.7850 -1.0344 0.9301
O -0.0093 -3.1550 -0.3297
H -0.1271 -3.9279 0.2250
H 0.4241 -3.4514 -1.1332

Atoms 1-6, force components in eV/Å:
Sr 0.156 0.984 -0.913
C -0.354 0.569 0.749
C 0.703 -1.183 -0.457
O -0.247 0.618 0.244
O -0.402 0.195 0.456
H 0.109 -0.063 -0.108

Mulliken atomic charge list, values in e, 5 entries: number 1, Sr, carries 1.469; number 2, C, carries -1.163; number 3, C, carries 1.013; number 4, O, carries -0.700; number 5, O, carries -0.875

***

[3]
# C29H53N2O2P2Zn

C29H53N2O2P2Zn as an isolated structure at a distorted geometry (the ωB97M-V functional and the def2-TZVPD basis, OMol25).

ΔE to the lowest compared entry with this formula, charge and spin = 0.00 kJ/mol
total charge = +1
HOMO-LUMO gap = 5.57 eV
E_LUMO = -0.1223 Eh

CARTESIAN COORDINATES (ANGSTROEM)
C 2.1856 -1.2404 -0.6096
C 1.6719 0.9053 -1.4558
C 3.2126 -1.3922 -1.5195
C 2.5712 0.6728 -2.5288
C 3.3446 -0.4632 -2.5431
H 3.8491 -2.2709 -1.3996
H 2.7253 1.4776 -3.2442
H 4.0627 -0.6558 -3.3388
N 1.3729 -0.1622 -0.6197
P 0.3288 -2.4840 1.1672
P 0.5048 2.7240 0.3421
C 2.0305 -2.3074 0.4888
H 2.3857 -3.2890 0.1307
H 2.6946 -2.0320 1.3276
C -1.4275 -0.5174 2.1908
O -2.1459 -0.4217 3.0949
C 1.2298 2.2368 -1.1893
H 1.5293 2.9791 -1.9232
C -1.2987 3.5045 0.2671
C 1.8389 3.9831 0.8869
C -0.5359 -3.7001 -0.0024
C 0.6729 -3.1979 2.8697
C -2.2413 2.4888 0.9437
H -1.9366 2.2956 1.9812
H -3.2588 2.9067 0.9638
H -2.2874 1.5279 0.4102
C -1.3743 4.8143 1.0553
H -1.1143 4.6647 2.1105
H -0.7401 5.5953 0.6188
H -2.4141 5.1742 1.0207
C -1.7043 3.7461 -1.1843
H -2.6153 4.3676 -1.1991
H -0.9289 4.2784 -1.7525
H -1.9279 2.8062 -1.7018
C 1.5470 4.4066 2.3387
H 1.2709 3.5436 2.9615
H 2.4501 4.8558 2.7692
H 0.7571 5.1612 2.4074
C 3.1876 3.2513 0.8182
H 3.1676 2.2831 1.3332
H 3.4992 3.0769 -0.2189
H 3.9445 3.8792 1.3028
C 1.8678 5.1790 -0.0713
H 1.7289 4.8982 -1.1213
H 1.1134 5.9324 0.1733
H 2.8508 5.6620 0.0020
C -0.6623 -3.6325 3.4929
H -0.4640 -3.9710 4.5216
H -1.3787 -2.8030 3.5379
H -1.1217 -4.4713 2.9545
C 1.3151 -2.0982 3.7401
H 2.3611 -1.9196 3.4548
H 0.7815 -1.1416 3.7040
H 1.3176 -2.4493 4.7846
C 1.6534 -4.3783 2.8201
H 2.6093 -4.0926 2.3636
H 1.8546 -4.6877 3.8559
H 1.2518 -5.2463 2.2908
C -0.2486 -3.2843 -1.4556
H 0.8043 -3.4569 -1.7220
H -0.8661 -3.9004 -2.1298
H -0.5016 -2.2341 -1.6548
C -2.0465 -3.6382 0.2886
H -2.4682 -2.6387 0.1337
H -2.5542 -4.3370 -0.3956
H -2.2733 -3.9679 1.3109
C -0.0517 -5.1360 0.2042
H 1.0357 -5.2239 0.0977
H -0.3727 -5.5485 1.1685
H -0.5067 -5.7616 -0.5782
Zn -0.2593 -0.2605 0.5200
N -2.4112 -0.6133 -0.9385
C -2.7350 -0.7084 -2.0630
C -2.7754 -0.3420 -3.5423
C -1.8103 0.8411 -3.7428
C -2.3450 -1.5667 -4.3448
C -4.2074 0.0440 -3.9012
H -2.2715 1.7718 -3.3847
H -0.8739 0.6703 -3.1956
H -1.5360 1.0121 -4.7925
H -3.0356 -2.3933 -4.1445
H -2.3462 -1.3710 -5.4234
H -1.3361 -1.8892 -4.0630
H -4.3135 0.3366 -4.9521
H -4.8803 -0.8070 -3.7360
H -4.5450 0.8766 -3.2728
O 1.3596 0.9491 2.9428
H 2.3026 0.9719 3.1856
H 0.9065 1.3524 3.7071

Atoms 1-6, force components in eV/Å:
C 0.818 -0.636 -0.188
C -0.708 2.195 1.033
C -0.562 -1.230 1.403
C 0.914 -0.656 -0.481
C -0.231 1.083 -0.836
H -0.112 0.324 -0.324

Mulliken atomic charge list, values in e, 5 entries: number 1, C, carries 0.290; number 2, C, carries 0.450; number 3, C, carries -0.712; number 4, C, carries -1.251; number 5, C, carries -0.891

***

[4]
# C5H8OS

One molecule with the formula C5H8OS at a distorted geometry (the ωB97M-V functional and the def2-TZVPD basis, OMol25).

ΔE to the lowest compared entry with this formula, charge and spin = 514.88 kJ/mol
SMILES = C=[S@]1(=O)C=CCC1
total charge = 0
HOMO-LUMO gap (spin up / spin down) = 8.11 / 8.11 eV
E_LUMO (spin up / spin down) = 0.0082 / 0.0082 Eh

CARTESIAN COORDINATES (ANGSTROEM)
C 2.2261 0.1993 1.3686
S 1.1532 -0.0867 0.0383
O 1.9551 -0.3219 -1.1212
C 0.0905 1.3270 -0.1515
C -1.1753 1.0984 -0.3933
C -1.7230 -0.3416 -0.2468
C -0.5662 -1.3206 -0.5371
H 3.1949 -0.2620 1.2854
H 1.9199 0.0646 2.4323
H 0.4705 2.2876 -0.4364
H -1.7576 1.9226 -0.7633
H -2.1428 -0.3362 0.7339
H -2.5159 -0.6881 -0.8996
H -0.5553 -1.9475 0.2872
H -0.5740 -1.5948 -1.5965

Atoms 1-6, force components in eV/Å:
C -1.843 -0.388 0.308
S -0.529 -0.306 1.414
O 1.235 0.085 -1.819
C 0.471 -0.099 -0.420
C -0.951 -1.405 -0.677
C 1.131 0.630 -1.027

Mulliken atomic charge list, values in e, 5 entries: number 1, C, carries -0.910; number 2, S, carries 0.830; number 3, O, carries -0.625; number 4, C, carries -0.472; number 5, C, carries -0.168

***

[5]
# C2H3FOS

One molecule with the formula C2H3FOS at a distorted geometry (the ωB97M-V functional and the def2-TZVPD basis, OMol25).

ΔE to the lowest compared entry with this formula, charge and spin = 150.21 kJ/mol
SMILES = OC(=S)CF
total charge = 0
HOMO-LUMO gap = 9.39 eV
E_LUMO = 0.0012 Eh

CARTESIAN COORDINATES (ANGSTROEM)
O 1.0564 0.9833 -0.0679
C 0.4936 -0.2677 -0.1351
S 1.4987 -1.4383 -0.0035
C -0.9554 -0.1065 0.0913
F -1.6425 -1.2339 -0.0967
H 2.0571 0.8387 -0.1522
H -0.9756 0.5905 1.0162
H -1.5324 0.6338 -0.6521

Atoms 1-6, force components in eV/Å:
O 0.889 0.178 -0.861
C 0.316 3.775 0.968
S 1.301 -3.720 -0.303
C -1.358 4.071 -2.026
F -0.551 -1.298 1.344
H -1.939 0.239 0.253

Mulliken atomic charge list, values in e, 5 entries: number 1, O, carries -0.433; number 2, C, carries 0.442; number 3, S, carries -0.394; number 4, C, carries -0.168; number 5, F, carries -0.241

***

[6]
# C29H29IO16

A 5-piece molecular cluster, C29H29IO16 overall at a distorted geometry (the ωB97M-V functional and the def2-TZVPD basis, OMol25).

SMILES = C[C@@H](O)COc1ccc2c(c1)C(=O)c1cccc(I)c1C2=O.O=C1OCCO1.O=C1OCCO1.O=C1OCCO1.O=C1OCCO1
total charge = 0
HOMO-LUMO gap = 7.39 eV
E_LUMO = -0.0266 Eh

CARTESIAN COORDINATES (ANGSTROEM)
C 9.0275 2.4860 0.7187
C 8.1238 3.6774 0.1164
O 8.8894 4.6470 -0.6598
C 7.0698 2.9935 -0.9167
O 5.9178 3.8938 -1.1699
C 4.8187 2.9860 -1.4004
C 4.9618 2.0342 -2.6486
C 3.8137 1.0077 -2.9029
C 2.5611 0.9385 -1.9612
C 2.4421 1.9082 -0.7575
C 3.5684 2.9584 -0.4596
C 1.1151 1.7677 0.1403
O 1.1076 2.2970 1.2884
C -0.1277 0.9414 -0.4633
C -1.5283 1.1223 0.2135
C -2.8000 0.3564 -0.3103
C -2.6630 -0.5598 -1.5506
C -1.2655 -0.7531 -2.2452
I -1.2059 -2.0557 -3.9750
C 0.0168 -0.0295 -1.7036
C 1.4694 -0.1997 -2.3143
O 1.8766 -1.1556 -3.0221
H 9.9663 2.8673 1.2663
H 9.3140 1.7935 -0.1625
H 8.3547 1.8698 1.4183
H 7.4827 4.2009 0.9048
H 9.6654 4.1465 -1.0118
H 6.6100 2.0559 -0.4256
H 7.5670 2.6326 -1.8799
H 5.8883 2.0697 -3.3174
H 3.8948 0.2879 -3.7965
H 3.4996 3.6921 0.4143
H -1.7077 1.7938 1.1235
H -3.8243 0.4473 0.1867
H -3.5584 -1.1436 -1.9794
O -5.3307 0.7339 1.7878
C -5.5685 -0.4400 1.8816
O -4.8278 -1.4214 1.2985
C -5.2879 -2.6603 1.8256
C -6.6834 -2.3430 2.2652
O -6.6116 -0.9572 2.5822
H -5.2577 -3.4414 1.0645
H -4.6418 -2.9512 2.6591
H -7.4169 -2.4853 1.4650
H -6.9910 -2.9289 3.1388
O 7.3657 0.1621 -1.2153
C 8.1643 -0.7086 -1.0101
O 7.8471 -2.0239 -0.8687
C 9.0676 -2.7512 -0.8692
C 10.0706 -1.7286 -0.4292
O 9.5058 -0.5084 -0.8880
H 9.0129 -3.6020 -0.1885
H 9.2599 -3.1181 -1.8817
H 10.1733 -1.6838 0.6590
H 11.0545 -1.8922 -0.8714
O -4.7776 -1.1805 -3.6584
C -5.2835 -0.1138 -3.8690
O -6.1673 0.4949 -3.0328
C -6.3536 1.8187 -3.5141
C -5.9901 1.7048 -4.9633
O -5.0472 0.6425 -4.9743
H -7.3844 2.1442 -3.3665
H -5.6869 2.4910 -2.9664
H -6.8437 1.4267 -5.5887
H -5.5474 2.6216 -5.3555
O -7.4019 -3.8718 4.5271
C -8.3038 -3.6285 5.2816
O -9.4435 -2.9767 4.9290
C -10.3432 -3.0864 6.0234
C -9.4298 -3.3148 7.1886
O -8.3150 -3.9683 6.5976
H -10.9374 -2.1778 6.1307
H -11.0149 -3.9311 5.8455
H -9.0909 -2.3802 7.6448
H -9.8841 -3.9404 7.9584

Atoms 1-6, force components in eV/Å:
C -0.631 0.194 -0.505
C -0.888 -1.145 -1.337
O 0.493 -1.272 0.856
C 0.098 -0.693 1.660
O -1.221 -2.675 -0.019
C -1.985 -1.382 -1.063

Mulliken atomic charge list, values in e, 5 entries: number 1, C, carries -0.891; number 2, C, carries 0.013; number 3, O, carries -0.567; number 4, C, carries -0.241; number 5, O, carries -0.447